{"formula": "C2H5N3O3", "method": "the ωB97M-V functional and the def2-TZVPD basis", "species": ["C", "C", "H", "H", "H", "H", "H", "N", "N", "N", "O", "O", "O"], "coordinates": [[-0.47820, 0.12033, -0.22497], [0.84870, -0.60253, -0.05301], [-1.76046, 1.51018, 0.52485], [-0.09264, 2.00543, 0.45945], [-2.98368, -0.84108, -1.55811], [2.59026, -0.37496, 0.71540], [1.27089, 1.06836, 2.11578], [-0.78367, 1.28707, 0.41325], [-1.32361, -0.63860, -0.86550], [1.65648, -0.13464, 0.92778], [-2.54595, -0.10842, -1.06698], [1.19969, -1.60941, -0.66882], [1.58478, 1.20889, 1.24603]], "de_lowest_kcal_mol": 73.4, "lumo_ev": 0.534, "smiles": "N/C(=N\\O)C(=O)NO", "homo_lumo_gap_ha": 0.3427, "homo_ev": -8.79, "energy_ha": -469.0837}

{"formula": "C10H12N3O", "method": "the ωB97M-V functional and the def2-TZVPD basis", "species": ["C", "C", "C", "C", "C", "C", "C", "C", "C", "C", "N", "N", "N", "O", "H", "H", "H", "H", "H", "H", "H", "H", "H", "H", "H", "H"], "coordinates": [[-0.82867, -0.49854, 1.80734], [-0.33896, 0.07103, 2.94381], [0.82597, 0.73240, 0.52893], [-0.18253, -0.28250, 0.53732], [1.19043, 1.32495, 1.77466], [2.32268, 3.25265, 0.62317], [1.93350, 2.61374, -0.54626], [2.23745, 2.59119, 1.82245], [-1.99945, -1.62558, -0.53443], [-0.09879, -0.84342, -1.90440], [0.65506, 0.91834, 2.94048], [1.40887, 1.34338, -0.58694], [-0.71011, -0.86892, -0.56688], [2.76339, 2.82558, 2.86820], [-1.54961, -1.27181, 1.94293], [-0.74354, -0.14969, 3.94279], [2.64646, 4.20462, 0.48764], [2.21277, 2.98564, -1.46504], [-2.09927, -2.02769, -1.46661], [-2.09206, -2.54884, 0.16702], [-2.87982, -0.89024, -0.33891], [-0.48728, 0.00165, -2.37455], [0.96249, -0.85779, -1.98219], [-0.38826, -1.81140, -2.38614], [0.85509, 1.23239, 3.86646], [1.08257, 0.79392, -1.43332]], "de_lowest_kcal_mol": 38.4, "lumo_ev": -3.806, "smiles": "C[N+](C)=c1cc[nH]c2c(=O)cc[nH]c12", "total_charge": 1, "homo_lumo_gap_ha": 0.3092, "homo_ev": -12.22, "energy_ha": -627.4860}

{"formula": "C11H44Fe2N22O15P", "method": "the ωB97M-V functional and the def2-TZVPD basis", "species": ["Fe", "Fe", "P", "O", "O", "O", "O", "C", "O", "N", "N", "H", "H", "H", "H", "C", "O", "N", "N", "H", "H", "H", "H", "C", "O", "N", "N", "H", "H", "H", "H", "C", "O", "N", "N", "H", "H", "H", "H", "C", "O", "N", "N", "H", "H", "H", "H", "C", "O", "N", "N", "H", "H", "H", "H", "C", "O", "N", "N", "H", "H", "H", "H", "C", "O", "N", "N", "H", "H", "H", "H", "C", "O", "N", "N", "H", "H", "H", "H", "C", "O", "N", "N", "H", "H", "H", "H", "C", "O", "N", "N", "H", "H", "H", "H"], "coordinates": [[0.41143, -2.24379, -1.07136], [-1.40049, 1.09230, -0.99803], [0.23913, -0.18497, 0.68445], [0.61197, -1.70490, 0.86106], [-1.28967, 0.28816, 0.79358], [-0.03176, -0.32170, -0.85146], [1.39005, 0.82668, 0.81442], [-4.34920, 1.31278, 2.41246], [-4.95790, 1.06986, 1.35959], [-3.02403, 1.45658, 2.64310], [-5.04248, 1.58965, 3.56841], [-2.78256, 1.58838, 3.60800], [-2.26335, 1.07006, 2.09203], [-6.02912, 1.71813, 3.42392], [-4.49693, 1.61787, 4.40464], [4.92988, 2.28516, 1.69083], [5.88970, 2.86201, 2.18135], [3.97726, 1.55654, 2.28225], [4.70063, 2.46822, 0.34627], [3.16926, 1.19566, 1.79812], [3.84275, 1.59236, 3.28172], [3.76078, 2.22260, 0.07953], [5.24465, 3.05030, -0.26140], [0.48318, 1.87440, 4.19538], [-0.11152, 2.30936, 5.16761], [0.16609, 2.26464, 2.94136], [1.40137, 0.86140, 4.22688], [-0.60990, 2.89504, 2.83480], [0.63117, 1.89457, 2.12003], [1.70909, 0.49517, 3.33995], [1.32874, 0.12983, 4.91513], [0.40431, 3.81792, -0.46046], [-0.43102, 2.92646, -0.31546], [1.66322, 3.72049, -0.05029], [0.11346, 4.97760, -1.09244], [1.76248, 2.86479, 0.48653], [2.34332, 4.45692, -0.07604], [0.72061, 5.76580, -1.23503], [-0.82062, 5.11398, -1.44552], [3.30216, -1.19882, -1.76867], [2.26323, -1.88479, -1.87119], [3.44217, -0.16201, -0.92932], [4.39221, -1.41060, -2.52511], [2.63807, 0.14248, -0.38823], [4.35826, 0.24389, -0.86348], [5.17245, -0.81983, -2.30655], [4.45622, -2.30813, -2.97656], [-0.20311, -1.93753, -4.23538], [-0.16482, -2.11228, -3.01615], [0.94578, -1.71757, -4.91381], [-1.26170, -2.09651, -5.02033], [1.81126, -1.59092, -4.41527], [0.94299, -1.64970, -5.91660], [-2.18314, -2.33169, -4.69373], [-1.21488, -1.97344, -6.01680], [-2.70100, -3.18076, -0.20000], [-1.65133, -2.73850, -0.70655], [-3.50047, -2.51641, 0.63273], [-3.11906, -4.43301, -0.42170], [-4.37416, -2.93995, 0.88530], [-3.37211, -1.51190, 0.63134], [-3.82927, -4.99863, 0.00713], [-2.54290, -4.94620, -1.07318], [-3.76052, -0.56309, -2.54919], [-2.67124, -0.19257, -2.10387], [-4.73327, 0.32933, -2.86644], [-4.13238, -1.82516, -2.83314], [-5.64850, 0.17680, -3.24325], [-4.33775, 1.22195, -2.60675], [-3.54676, -2.60056, -2.56273], [-4.79959, -1.99788, -3.56392], [3.48666, -3.02624, 2.47297], [4.41250, -3.62577, 3.02073], [2.20334, -3.44048, 2.50897], [3.59975, -1.82078, 1.87678], [1.48128, -2.95470, 1.98615], [2.03804, -4.29745, 3.00841], [4.41929, -1.24254, 1.93106], [2.74484, -1.42004, 1.53230], [-0.04454, 2.21763, -3.79600], [-0.77647, 1.69641, -2.95573], [0.42848, 3.47526, -3.83114], [0.31237, 1.49719, -4.89139], [0.86701, 3.73280, -4.69513], [0.11999, 4.10815, -3.11185], [0.83873, 1.91257, -5.63974], [0.22442, 0.49728, -4.90083], [-1.27294, -1.94343, 4.18727], [-1.47556, -2.04729, 5.37917], [-2.22672, -1.53714, 3.27200], [-0.08245, -2.09774, 3.53378], [-3.16583, -1.54188, 3.63350], [-1.94707, -1.37649, 2.32629], [0.03024, -1.73364, 2.58824], [0.55380, -2.28400, 4.29972]], "de_lowest_kcal_mol": 78.9, "s2": 20.0150, "lumo_ev": [-2.653, -2.671], "total_charge": 1, "homo_lumo_gap_ha": [0.2986, 0.2978], "spin_multiplicity": 9, "homo_ev": [-10.78, -10.77], "energy_ha": -5648.0126}

{"formula": "C3H10OS", "method": "the ωB97M-V functional and the def2-TZVPD basis", "species": ["C", "C", "C", "S", "H", "H", "H", "H", "H", "H", "H", "H", "H", "H", "O"], "coordinates": [[-0.53930, 0.27382, -2.66683], [-0.07889, 0.26614, -1.20731], [-0.56968, -1.02259, -0.39165], [0.26539, -1.06032, 1.22192], [-0.78708, 1.25685, -3.05981], [0.21757, -0.14031, -3.35147], [-1.31821, -0.48336, -2.62954], [-0.55378, 1.14872, -0.73541], [0.97804, 0.41791, -1.17816], [-1.64235, -1.21935, -0.45716], [-0.30479, -2.00068, -0.86171], [1.57536, -1.10550, 0.68415], [-0.14576, 1.47457, 1.61765], [1.14647, 2.00980, 2.38517], [0.46444, 2.31279, 1.70380]], "de_lowest_kcal_mol": 19.8, "lumo_ev": 0.687, "smiles": "CCCS.O", "homo_lumo_gap_ha": 0.3663, "homo_ev": -9.28, "energy_ha": -593.6856}

{"formula": "C40H51AuGeO2Se", "method": "the ωB97M-V functional and the def2-TZVPD basis", "species": ["Au", "C", "C", "C", "C", "C", "C", "C", "Se", "C", "C", "C", "C", "C", "C", "O", "C", "C", "C", "C", "C", "C", "C", "C", "C", "O", "C", "C", "C", "C", "C", "C", "H", "H", "H", "H", "H", "H", "H", "H", "H", "H", "H", "H", "H", "H", "H", "H", "H", "H", "H", "H", "H", "H", "H", "H", "H", "H", "H", "H", "H", "H", "H", "H", "H", "H", "H", "H", "H", "H", "H", "H", "Ge", "C", "C", "C", "C", "C", "C", "C", "C", "C", "C", "C", "C", "H", "H", "H", "H", "H", "H", "H", "H", "H", "H", "H"], "coordinates": [[-0.03304, -2.75032, -1.14317], [-3.70164, 0.41538, 4.38013], [-3.40994, 1.03808, 3.00843], [-2.15914, 1.92218, 3.12183], [-4.59104, 1.92638, 2.61063], [-3.12814, -0.04992, 1.98473], [-2.02824, -0.87382, 2.15453], [-1.64684, -1.75582, 1.15993], [-0.09104, -2.87902, 1.60163], [1.52436, -1.82042, 1.23143], [1.90066, -0.93962, 2.23283], [3.03476, -0.16212, 2.08693], [3.84216, -0.41712, 0.97823], [3.54466, -1.34362, -0.00597], [2.30076, -2.01962, 0.07213], [1.89776, -2.78582, -0.93557], [4.56816, -1.72792, -1.07537], [5.74176, -0.74432, -1.14807], [3.97336, -1.80722, -2.48817], [5.10976, -3.10692, -0.66917], [3.38776, 0.95728, 3.05453], [3.27166, 2.28748, 2.29453], [2.45316, 1.01278, 4.26683], [4.81906, 0.77718, 3.57303], [-2.38634, -1.90002, -0.03427], [-1.97214, -2.65192, -1.05047], [-3.61104, -1.19392, -0.12967], [-3.91464, -0.27142, 0.85993], [-4.64484, -1.56692, -1.19257], [-5.13834, -2.96892, -0.80297], [-4.10974, -1.61602, -2.62927], [-5.84714, -0.61642, -1.19877], [-3.88124, 1.20398, 5.10853], [-2.86134, -0.18252, 4.72293], [-4.58104, -0.22302, 4.33443], [-2.34754, 2.75208, 3.79913], [-1.88344, 2.32278, 2.14813], [-1.31804, 1.35388, 3.50843], [-4.67704, 2.74568, 3.32163], [-5.52484, 1.36958, 2.62653], [-4.44524, 2.35198, 1.61993], [-1.42754, -0.83722, 3.05233], [1.27376, -0.87832, 3.11083], [4.75376, 0.14598, 0.88603], [5.38506, 0.24958, -1.41207], [6.42956, -1.07492, -1.92307], [6.30296, -0.70512, -0.21817], [3.39656, -0.91322, -2.70117], [3.32676, -2.67152, -2.59617], [4.77426, -1.87752, -3.22357], [5.61046, -3.05862, 0.29603], [5.81976, -3.46532, -1.41167], [4.29426, -3.82132, -0.60317], [2.24736, 2.43648, 1.95473], [3.93006, 2.29198, 1.42963], [3.54376, 3.11748, 2.94343], [1.42176, 1.18058, 3.96633], [2.74946, 1.83978, 4.90893], [2.51256, 0.09618, 4.84903], [5.54516, 0.83498, 2.76803], [4.92326, -0.18752, 4.06413], [5.05116, 1.55948, 4.29193], [-4.81734, 0.30088, 0.75763], [-4.30894, -3.67132, -0.81757], [-5.89964, -3.30832, -1.50237], [-5.56584, -2.96062, 0.19843], [-3.27994, -2.30902, -2.71837], [-3.78804, -0.63192, -2.95387], [-4.90214, -1.95032, -3.29767], [-6.39354, -0.65992, -0.25907], [-6.52834, -0.92192, -1.99017], [-5.53574, 0.40798, -1.39637], [0.01976, -0.30722, -1.55997], [1.58126, 0.69268, -2.21957], [2.26206, 1.49118, -1.31417], [3.21626, 2.39158, -1.75257], [3.50476, 2.49238, -3.10327], [2.84256, 1.68428, -4.01187], [1.88056, 0.79358, -3.57167], [-1.45524, 0.58108, -2.50937], [-2.25084, 1.46898, -1.80087], [-3.18104, 2.25218, -2.46037], [-3.31654, 2.16098, -3.83487], [-2.52764, 1.27308, -4.54707], [-1.60234, 0.48628, -3.88587], [-0.09854, 0.16278, -0.09977], [2.03496, 1.39758, -0.26247], [3.72906, 3.02058, -1.03947], [4.24626, 3.19828, -3.44937], [3.07016, 1.75488, -5.06507], [1.36906, 0.15968, -4.28407], [-2.12994, 1.53688, -0.72667], [-3.80064, 2.93838, -1.90267], [-4.03584, 2.77948, -4.35187], [-2.64044, 1.19128, -5.61757], [-0.99924, -0.22002, -4.44097]], "lumo_ev": -1.215, "homo_lumo_gap_ha": 0.2422, "homo_ev": -7.81, "energy_ha": -6319.2831}

{"formula": "H18Mg3O29S5", "method": "the ωB97M-V functional and the def2-TZVPD basis", "species": ["Mg", "Mg", "Mg", "S", "O", "O", "O", "O", "S", "O", "O", "O", "O", "S", "O", "O", "O", "O", "S", "O", "O", "O", "O", "S", "O", "O", "O", "O", "O", "H", "H", "O", "H", "H", "O", "H", "H", "O", "H", "H", "O", "H", "H", "O", "H", "H", "O", "H", "H", "O", "H", "H", "O", "H", "H"], "coordinates": [[15.25555, -16.92870, -13.64006], [19.00994, -18.57835, -16.98456], [20.46119, -19.65930, -12.58248], [17.61335, -19.10056, -14.00839], [17.01221, -20.44101, -13.91854], [18.80314, -19.10749, -13.16221], [18.10757, -18.94752, -15.34628], [16.65591, -18.03301, -13.65831], [12.68144, -18.54238, -12.82562], [12.26316, -19.25655, -14.06739], [11.75753, -17.52244, -12.41067], [12.71013, -19.54670, -11.73182], [14.00007, -17.98118, -13.04512], [21.23811, -18.93155, -15.72504], [20.43658, -19.83884, -16.50797], [21.18660, -19.23058, -14.28946], [22.63324, -18.74814, -16.23006], [20.45218, -17.70625, -15.91481], [17.60269, -15.90383, -18.02535], [18.27978, -16.90320, -17.21552], [17.32110, -14.72498, -17.23675], [18.45325, -15.51092, -19.10165], [16.39820, -16.50473, -18.62914], [20.57677, -18.48469, -10.27250], [20.98976, -17.95813, -11.56557], [19.48312, -17.68692, -9.84183], [20.10400, -19.73477, -10.76801], [21.65657, -18.72605, -9.34300], [14.62719, -19.56321, -15.36597], [15.19371, -19.52119, -16.13637], [15.17615, -19.95264, -14.68536], [19.97944, -21.77195, -12.73385], [20.43723, -22.57342, -12.98747], [19.34287, -22.05646, -12.07806], [17.10926, -18.50723, -10.50589], [16.16769, -18.51785, -10.33399], [17.31129, -19.39846, -10.79071], [16.50647, -15.46607, -14.35897], [16.79698, -15.34282, -15.26266], [17.11414, -14.94127, -13.83785], [18.37384, -21.83352, -15.94940], [18.00100, -21.20320, -15.33303], [19.18154, -21.42096, -16.25541], [16.29495, -22.88413, -14.65719], [16.58637, -21.99890, -14.43883], [15.34158, -22.84900, -14.57923], [18.29166, -16.40903, -12.05645], [18.16517, -17.18509, -12.60232], [18.61578, -15.74097, -12.66050], [17.97514, -19.97640, -18.00386], [18.40725, -20.42929, -18.72801], [17.04269, -20.14761, -18.13597], [17.02293, -21.13005, -11.45935], [16.07658, -21.23645, -11.55598], [17.32629, -20.87730, -12.33131]], "s2": 0.7639, "lumo_ev": [5.105, 1.968], "total_charge": -3, "homo_lumo_gap_ha": [0.1958, 0.0805], "spin_multiplicity": 2, "homo_ev": [-0.22, -0.22], "energy_ha": -4784.4158}